# 1
{
  "formula": "C8H10N4OS",
  "method": "wB97M-V/def2-TZVPD",
  "smiles": "OC[C@]1(S)N=NNN1c1ccccc1",
  "relative_energy_kcal_mol": 64.06,
  "fmax_ev_per_a": 4.22,
  "homo_lumo_gap_ev": 8.97,
  "total_charge": 0,
  "species": ["C", "C", "C", "C", "C", "C", "C", "C", "N", "N", "N", "N", "O", "S", "H", "H", "H", "H", "H", "H", "H", "H", "H", "H"],
  "xyz": [[-0.042025, 3.165855, 1.101438], [1.069548, 2.405587, 0.809809], [-1.262771, 2.629013, 0.807927], [0.991646, 1.194361, 0.244176], [-1.368172, 1.358648, 0.197938], [-0.249309, 0.632924, -0.200159], [0.044544, -1.645702, -0.126341], [1.551996, -2.112637, -0.246107], [-0.833413, -2.675500, -0.565455], [-1.648867, -2.240609, -1.390310], [-1.515649, -0.939562, -1.541449], [-0.301440, -0.531570, -0.888508], [2.014849, -1.683106, -1.491382], [-0.346712, -1.430692, 1.816776], [-0.019549, 4.178339, 1.502282], [2.136603, 2.755541, 0.951735], [-2.280573, 3.141231, 0.973141], [1.949785, 0.726916, 0.205304], [-2.408885, 1.056359, -0.121360], [1.553051, -3.271855, -0.093909], [2.101579, -1.633459, 0.555648], [-1.749380, -0.366811, -2.289152], [1.424645, -2.004533, -2.277672], [-0.811500, -2.708738, 2.065629]],
  "atomic_forces_ev_per_a": [[-0.650, 1.158, 0.254], [2.070, 1.799, 0.799], [-2.395, -0.574, -0.348], [-0.789, -1.957, -1.064], [-1.392, 0.416, -1.140], [0.275, 3.767, 1.890], [1.215, -1.921, 2.386], [-1.889, -1.189, -0.076], [0.009, -1.424, -0.406], [-0.718, 0.060, -0.732], [1.115, 0.770, 2.787], [-0.236, -1.312, -1.161], [-0.479, -0.914, -2.224], [-0.153, -0.748, -0.493], [0.370, -0.285, 0.000], [-1.564, -0.075, 0.266], [2.002, -0.535, -0.025], [0.216, -0.893, -0.793], [1.400, 0.031, 0.503], [0.050, 1.994, -0.234], [0.411, 0.017, -0.197], [-0.786, 0.297, -1.934], [1.495, 0.680, 2.483], [0.425, 0.839, -0.539]]
}

# 2
{
  "formula": "C8H10N4S",
  "method": "wB97M-V/def2-TZVPD",
  "relative_energy_kcal_mol": 99.41,
  "fmax_ev_per_a": 3.98,
  "homo_lumo_gap_ev": [7.42, 7.42],
  "total_charge": 0,
  "species": ["C", "C", "C", "C", "C", "C", "C", "C", "N", "N", "N", "N", "S", "H", "H", "H", "H", "H", "H", "H", "H", "H", "H"],
  "xyz": [[-2.434068, -0.082946, -0.470488], [-1.134812, 0.412263, -0.264978], [2.422293, -1.810285, 0.430036], [1.250672, -2.408562, 0.547150], [1.283358, 0.225532, -0.395904], [0.094157, -0.366908, -0.257099], [2.578455, -0.511565, -0.302515], [-0.007220, -1.855793, -0.057517], [-3.380122, 0.847904, -0.374699], [-1.199201, 1.720645, -0.086465], [-2.959477, 1.977828, -0.055681], [-0.406171, 2.701912, 0.373780], [-3.412297, 3.467705, 0.113780], [-2.722669, -1.087753, -0.698707], [3.318624, -2.233913, 0.860411], [1.151697, -3.342051, 1.082694], [1.338623, 1.291801, -0.561699], [3.315634, 0.123028, 0.197043], [2.970276, -0.708034, -1.310488], [-0.159808, -2.346487, -1.026792], [-0.867019, -2.099507, 0.569258], [-0.056940, 2.528839, 1.320148], [-0.983986, 3.556347, 0.368732]],
  "atomic_forces_ev_per_a": [[0.646, -0.163, 0.040], [-0.354, 0.422, -0.124], [0.155, 0.095, -0.040], [-0.118, -0.145, 0.079], [-0.151, 0.001, 0.019], [0.534, -0.008, 0.093], [-0.037, -0.080, -0.032], [0.081, 0.021, -0.031], [-0.684, 0.256, -0.132], [-2.730, -0.001, -0.099], [3.373, -2.106, 0.023], [0.384, 0.045, 0.115], [-0.869, 2.123, 0.252], [0.071, -0.200, 0.003], [0.011, -0.143, 0.073], [0.097, -0.110, 0.040], [-0.046, 0.092, -0.013], [0.036, -0.039, -0.077], [0.047, 0.094, 0.057], [-0.185, 0.002, 0.024], [-0.001, -0.019, -0.047], [-0.302, -0.070, -0.118], [0.042, -0.065, -0.107]]
}

# 3
{
  "formula": "C8H10NOPS",
  "method": "wB97M-V/def2-TZVPD",
  "smiles": "C/C=N/[P@@](O)(=S)c1ccccc1",
  "relative_energy_kcal_mol": 39.32,
  "fmax_ev_per_a": 4.05,
  "homo_lumo_gap_ev": 8.75,
  "total_charge": 0,
  "species": ["C", "C", "C", "C", "C", "C", "C", "C", "N", "O", "P", "S", "H", "H", "H", "H", "H", "H", "H", "H", "H", "H"],
  "xyz": [[-1.966225, -3.056433, -0.572283], [-1.384318, -3.085231, 0.698657], [-1.772208, -1.864674, -1.302826], [-0.739900, -1.975123, 1.277434], [-1.015566, -0.755747, -0.886650], [-0.488931, -0.860267, 0.459653], [1.348120, 2.567916, -0.197060], [1.632529, 3.370040, -1.365154], [0.945347, 1.369625, -0.251174], [2.142467, 0.013263, 1.611428], [0.486159, 0.465245, 1.096623], [-0.355424, 1.362594, 2.621094], [-2.243452, -3.943504, -1.119866], [-1.459972, -3.955315, 1.433766], [-2.349812, -1.669830, -2.274104], [-0.231835, -2.025249, 2.181826], [-0.866258, 0.045710, -1.621885], [1.453042, 3.026456, 0.688153], [1.845857, 2.792728, -2.351309], [0.532492, 3.756306, -1.492241], [2.386935, 4.137893, -1.246277], [2.100953, 0.283595, 2.612192]],
  "atomic_forces_ev_per_a": [[1.906, 1.264, 0.115], [-0.390, -0.907, 2.095], [-1.307, 1.116, -1.530], [-0.434, 0.271, -3.551], [-0.253, -1.846, 1.615], [-0.155, -0.085, -1.781], [0.152, -2.768, -1.795], [-1.757, -0.275, -3.121], [-0.587, -0.730, -0.521], [-3.194, 0.856, 1.568], [3.189, 1.394, 1.879], [0.213, -0.246, -0.514], [-0.735, -0.084, 0.372], [-0.008, 0.862, -1.590], [1.130, -0.879, 1.227], [0.398, -0.217, 1.727], [0.134, -0.154, 0.944], [0.242, 1.929, 3.556], [-0.380, 0.690, 1.919], [2.040, 0.269, -0.219], [-0.300, 0.317, 0.217], [0.097, -0.776, -2.611]]
}

# 4
{
  "formula": "C8H10NS",
  "method": "wB97M-V/def2-TZVPD",
  "relative_energy_kcal_mol": 145.37,
  "fmax_ev_per_a": 3.81,
  "homo_lumo_gap_ev": [7.67, 7.26],
  "total_charge": 1,
  "species": ["C", "C", "C", "C", "C", "C", "C", "C", "N", "S", "H", "H", "H", "H", "H", "H", "H", "H", "H", "H"],
  "xyz": [[2.718102, 0.269054, -1.533989], [2.397481, -0.105915, -0.433144], [-2.614856, 0.659160, -0.282242], [-2.799453, -0.693323, -0.548255], [-1.329287, 0.990389, 0.221278], [-0.640294, -0.182288, 0.258095], [-0.952642, 2.467102, 0.480847], [1.853060, -0.688994, 0.659097], [1.790691, -2.244787, 0.554601], [-1.401742, -1.591230, -0.233693], [3.193236, 0.726074, -2.387614], [-3.266631, 1.450135, -0.519260], [-3.660067, -1.220823, -1.115034], [-0.094793, 2.520641, 1.050296], [-0.855041, 3.063597, -0.450172], [-1.819882, 2.870013, 1.219835], [2.253126, -0.248922, 1.553321], [2.681540, -2.710567, 0.536820], [1.418964, -2.605199, -0.319510], [1.128487, -2.724113, 1.288722]],
  "atomic_forces_ev_per_a": [[0.824, 0.714, -0.273], [0.193, 0.148, -2.522], [0.302, -2.085, -0.337], [-2.224, 0.499, -1.490], [0.906, 0.540, -0.212], [2.335, 0.628, 0.838], [-3.695, -0.581, 0.705], [-2.338, -1.138, 0.509], [-2.025, -0.306, 1.765], [0.266, -0.451, 0.194], [-0.345, -0.302, 0.199], [-1.113, 0.531, -0.200], [1.513, 1.157, 1.321], [2.039, 0.195, 1.017], [-0.301, -0.431, 0.669], [1.944, -0.560, -2.053], [-0.484, -0.741, 1.024], [1.066, -0.028, 0.765], [-0.594, 0.837, -0.663], [1.730, 1.371, -1.257]]
}

# 5
{
  "formula": "C8H10O3S",
  "method": "wB97M-V/def2-TZVPD",
  "relative_energy_kcal_mol": 22.69,
  "s2": 2.0078,
  "spin_multiplicity": 3,
  "fmax_ev_per_a": 3.35,
  "homo_lumo_gap_ev": [8.68, 6.72],
  "total_charge": 0,
  "species": ["C", "C", "C", "C", "C", "C", "C", "C", "O", "O", "O", "S", "H", "H", "H", "H", "H", "H", "H", "H", "H", "H"],
  "xyz": [[1.558201, -0.804960, -0.743066], [1.930624, 1.185814, 0.508409], [0.193848, -0.678730, -0.592389], [0.574259, 1.398680, 0.646394], [2.441658, 0.099528, -0.154757], [-0.290847, 0.440161, 0.095476], [3.870663, 0.021988, -0.526728], [-2.475282, -0.525651, 0.399717], [-4.357883, 1.182446, -0.574786], [-4.850035, -1.226264, -0.588671], [-1.586943, 0.512506, 0.458261], [-4.224890, -0.105566, 0.054389], [2.171798, -1.602304, -1.202801], [2.508884, 1.984100, 0.848753], [-0.651489, -1.503033, -0.831341], [0.202576, 2.367269, 0.990742], [4.639408, -0.273665, 0.260002], [4.055904, -0.575509, -1.516591], [4.226466, 0.994872, -0.904936], [-2.974349, -1.470837, 2.179196], [-2.333924, -1.435113, -0.132595], [-4.628655, 0.014269, 1.327319]],
  "atomic_forces_ev_per_a": [[1.438, -0.721, 0.269], [-1.342, 0.297, -0.049], [-2.431, -1.555, 0.169], [-0.631, -0.130, -0.987], [-0.374, -0.093, -0.832], [1.574, -1.099, 0.451], [2.656, -0.388, -1.657], [-0.685, 2.375, -1.939], [0.295, -0.086, 0.484], [0.392, -0.413, 0.633], [-2.762, -0.518, 0.112], [1.142, 1.008, -0.465], [-1.464, -0.001, -0.178], [1.388, 0.900, 0.533], [2.735, 1.942, 0.017], [-0.044, -0.592, 0.318], [-1.225, 0.082, -0.863], [-0.479, 0.422, 2.110], [-0.214, 0.040, 0.523], [-0.311, -0.640, 1.226], [0.880, -0.745, -0.105], [-0.537, -0.086, 0.229]]
}

# 6
{
  "formula": "C8H10O4SSc",
  "method": "wB97M-V/def2-TZVPD",
  "relative_energy_kcal_mol": 0.00,
  "fmax_ev_per_a": 8.29,
  "homo_lumo_gap_ev": [3.67, 3.63],
  "total_charge": 3,
  "species": ["Sc", "C", "O", "C", "O", "C", "O", "C", "O", "C", "H", "H", "C", "H", "H", "C", "S", "C", "H", "H", "H", "H", "H", "H"],
  "xyz": [[-0.120453, 0.122641, 1.301224], [-0.008412, 1.793710, 2.684901], [0.078140, 2.804227, 3.243778], [-0.162961, 1.751915, -0.265886], [-0.149529, 2.544710, -1.109077], [-2.273883, 0.353211, 0.657212], [-3.326744, 0.610963, 0.246930], [1.954803, 0.461112, 0.527399], [2.989435, 0.789483, 0.116699], [-0.007491, -2.525367, -2.939000], [0.924449, -3.044135, -2.703619], [-0.918338, -3.086284, -2.723855], [-0.032600, -1.299091, -3.491931], [-0.974637, -0.779223, -3.738643], [0.886016, -0.726353, -3.714322], [-0.420345, -3.568069, 1.700150], [-0.020695, -2.089896, 2.690768], [1.776326, -2.265660, 2.884812], [-1.183200, -3.318067, 0.953716], [-0.799093, -4.340514, 2.375105], [0.480504, -3.929866, 1.198752], [2.258540, -1.279736, 2.903062], [1.921319, -2.775566, 3.846735], [2.177748, -2.871245, 2.063789]],
  "atomic_forces_ev_per_a": [[-0.223, -3.698, 0.636], [0.595, 7.084, 4.262], [-0.465, -5.204, -2.698], [-0.037, 4.875, -5.410], [-0.086, -3.727, 4.093], [-6.813, 1.403, -2.470], [5.327, -1.401, 2.145], [6.909, 1.818, -2.550], [-5.284, -1.782, 2.109], [0.026, -0.091, 0.446], [-0.163, 0.216, -0.236], [0.130, 0.191, -0.231], [0.002, 0.950, 0.296], [0.489, -0.516, 0.018], [-0.487, -0.575, 0.000], [-0.430, -0.389, -0.317], [0.037, 0.544, -0.978], [0.393, -0.156, 0.336], [0.098, -0.108, 0.274], [0.011, 0.194, -0.022], [-0.087, 0.191, 0.108], [-0.009, -0.245, 0.223], [0.179, 0.219, -0.249], [-0.111, 0.206, 0.214]]
}